Record 1
Molecular formula: C52H107F21N12O18P4
Method: DFT, wB97M-V/def2-TZVPD

Output
DFT total energy: -7519.68892 a.u.
Gap between HOMO and LUMO: 8.18 eV
SMILES: CN(C)P(=O)(N(C)C)N(C)C.CN(C)P(=O)(N(C)C)N(C)C.CN(C)P(=O)(N(C)C)N(C)C.CN(C)P(=O)(N(C)C)N(C)C.CCOC(=O)C(F)(F)F.CCOC(=O)C(F)(F)F.CCOC(=O)C(F)(F)F.CCOC(=O)C(F)(F)F.CCOC(=O)C(F)(F)F.CCOC(=O)C(F)(F)F.CCOC(=O)C(F)(F)F
LUMO level: 0.185 eV
F_max: 0.082 hartree/bohr
Spin multiplicity: 1

Geometry (Å):
O: -19.927 -30.162 -8.726
P: -19.385 -28.868 -8.211
N: -18.746 -27.883 -9.481
C: -19.536 -26.901 -10.215
C: -17.683 -28.490 -10.284
N: -18.182 -29.046 -6.967
C: -18.192 -30.220 -6.138
C: -16.864 -28.431 -7.108
N: -20.620 -27.828 -7.517
C: -20.374 -26.518 -6.934
C: -21.917 -28.407 -7.267
H: -19.731 -26.106 -9.496
H: -20.461 -27.300 -10.631
H: -19.021 -26.378 -11.022
H: -17.301 -29.315 -9.684
H: -16.982 -27.697 -10.547
H: -18.172 -28.940 -11.148
H: -17.792 -31.072 -6.687
H: -17.546 -30.122 -5.266
H: -19.195 -30.323 -5.723
H: -16.200 -29.164 -7.565
H: -16.944 -27.497 -7.664
H: -16.424 -28.236 -6.130
H: -19.382 -26.167 -7.216
H: -21.051 -25.768 -7.343
H: -20.462 -26.519 -5.848
H: -22.221 -29.140 -8.014
H: -22.722 -27.684 -7.130
H: -21.814 -28.942 -6.323
O: -25.251 -28.387 -12.469
P: -24.802 -27.851 -11.139
N: -26.028 -27.365 -9.960
C: -27.348 -26.939 -10.385
C: -25.666 -26.758 -8.626
N: -23.846 -26.432 -11.260
C: -23.192 -25.787 -10.131
C: -24.008 -25.484 -12.397
N: -23.829 -28.934 -10.238
C: -24.408 -29.927 -9.340
C: -22.724 -29.479 -11.010
H: -27.688 -27.528 -11.236
H: -27.341 -25.921 -10.775
H: -28.063 -27.052 -9.570
H: -26.507 -26.839 -7.938
H: -25.408 -25.699 -8.618
H: -24.827 -27.206 -8.094
H: -23.907 -25.078 -9.716
H: -22.926 -26.447 -9.305
H: -22.294 -25.305 -10.517
H: -24.697 -25.942 -13.107
H: -24.338 -24.505 -12.049
H: -23.113 -25.301 -12.991
H: -23.612 -30.524 -8.895
H: -24.883 -29.389 -8.520
H: -25.192 -30.594 -9.699
H: -22.133 -28.677 -11.452
H: -23.123 -30.026 -11.865
H: -22.044 -30.070 -10.397
O: -15.628 -17.432 -12.279
P: -14.582 -17.671 -13.348
N: -13.826 -16.162 -13.752
C: -13.832 -15.048 -12.813
C: -12.784 -15.993 -14.738
N: -15.234 -18.295 -14.757
C: -16.055 -17.342 -15.632
C: -15.844 -19.676 -14.597
N: -13.232 -18.613 -12.932
C: -12.469 -18.214 -11.723
C: -12.346 -19.178 -14.034
H: -14.502 -15.297 -11.991
H: -13.974 -14.061 -13.252
H: -12.896 -15.155 -12.265
H: -12.930 -16.773 -15.485
H: -11.767 -16.238 -14.431
H: -12.805 -15.048 -15.280
H: -15.691 -16.325 -15.777
H: -16.312 -17.652 -16.645
H: -17.029 -17.191 -15.168
H: -15.409 -20.345 -13.855
H: -16.922 -19.674 -14.434
H: -15.685 -20.188 -15.546
H: -12.196 -17.163 -11.629
H: -13.237 -18.336 -10.959
H: -11.595 -18.820 -11.485
H: -11.702 -18.410 -14.462
H: -12.992 -19.568 -14.821
H: -11.590 -19.867 -13.656
O: -19.902 -21.414 -9.492
P: -18.789 -22.043 -10.190
N: -19.150 -22.648 -11.762
C: -20.097 -23.739 -11.912
C: -19.371 -21.658 -12.779
N: -18.165 -23.390 -9.310
C: -17.178 -24.270 -9.901
C: -18.254 -23.394 -7.887
N: -17.460 -20.906 -10.423
C: -17.303 -19.786 -9.546
C: -16.318 -21.145 -11.258
H: -20.006 -24.180 -12.905
H: -21.106 -23.384 -11.705
H: -19.954 -24.473 -11.119
H: -18.408 -21.215 -13.034
H: -19.973 -20.866 -12.334
H: -19.755 -22.009 -13.736
H: -17.535 -25.292 -9.775
H: -16.985 -23.932 -10.919
H: -16.308 -24.175 -9.252
H: -19.277 -23.223 -7.553
H: -17.853 -24.262 -7.365
H: -17.689 -22.503 -7.612
H: -16.253 -19.494 -9.547
H: -17.873 -18.940 -9.931
H: -17.562 -20.099 -8.535
H: -15.914 -20.273 -11.771
H: -16.579 -21.830 -12.065
H: -15.531 -21.575 -10.636
C: -20.818 -21.650 -6.176
C: -20.999 -22.928 -5.347
O: -22.418 -23.339 -5.460
C: -22.832 -24.431 -4.850
O: -22.105 -25.237 -4.284
C: -24.303 -24.776 -5.035
F: -25.011 -23.672 -5.327
F: -24.408 -25.733 -5.978
F: -24.744 -25.285 -3.859
H: -21.165 -20.764 -5.644
H: -21.309 -21.618 -7.149
H: -19.782 -21.513 -6.487
H: -20.715 -22.765 -4.307
H: -20.377 -23.702 -5.798
C: -16.066 -30.082 -14.424
C: -15.859 -29.126 -13.293
O: -16.675 -28.088 -13.665
C: -16.473 -26.839 -13.230
O: -15.587 -26.489 -12.455
C: -17.333 -25.824 -13.976
F: -16.979 -25.940 -15.272
F: -18.636 -26.163 -13.845
F: -17.142 -24.578 -13.496
H: -15.904 -29.621 -15.398
H: -17.062 -30.525 -14.436
H: -15.281 -30.829 -14.301
H: -14.840 -28.796 -13.091
H: -16.258 -29.592 -12.392
C: -23.093 -18.845 -10.861
C: -22.872 -20.049 -9.902
O: -24.223 -20.380 -9.414
C: -24.284 -21.568 -8.736
O: -23.402 -22.378 -8.601
C: -25.725 -21.774 -8.230
F: -26.642 -21.094 -8.881
F: -26.025 -23.093 -8.258
F: -25.731 -21.262 -6.991
H: -23.948 -18.253 -10.535
H: -23.284 -19.312 -11.827
H: -22.190 -18.240 -10.775
H: -22.229 -19.754 -9.073
H: -22.444 -20.878 -10.465
C: -19.392 -18.211 -13.172
C: -20.768 -17.668 -13.580
O: -20.661 -16.738 -14.744
C: -20.672 -17.220 -16.064
O: -20.752 -18.366 -16.508
C: -20.617 -16.083 -17.089
F: -20.449 -14.842 -16.510
F: -19.583 -16.351 -17.910
F: -21.705 -15.994 -17.812
H: -18.877 -18.746 -13.969
H: -19.487 -18.788 -12.252
H: -18.690 -17.406 -12.954
H: -21.189 -17.041 -12.795
H: -21.413 -18.511 -13.828
C: -10.020 -24.709 -10.299
C: -10.605 -25.199 -8.950
O: -11.817 -25.944 -8.953
C: -12.548 -26.117 -7.802
O: -12.119 -26.184 -6.670
C: -14.092 -26.291 -7.983
F: -14.300 -27.614 -7.990
F: -14.838 -25.757 -7.027
F: -14.448 -25.761 -9.195
H: -9.786 -25.511 -11.000
H: -9.075 -24.172 -10.217
H: -10.729 -24.025 -10.764
H: -10.759 -24.317 -8.328
H: -9.824 -25.821 -8.515
C: -15.908 -15.523 -3.689
C: -15.119 -16.643 -3.165
O: -15.787 -17.864 -3.366
C: -15.979 -18.394 -4.653
O: -15.654 -17.849 -5.679
C: -16.752 -19.719 -4.562
F: -17.501 -19.921 -3.454
F: -17.583 -19.899 -5.657
F: -15.806 -20.585 -4.590
H: -16.382 -15.018 -2.847
H: -16.707 -15.869 -4.345
H: -15.379 -14.695 -4.161
H: -14.931 -16.562 -2.094
H: -14.124 -16.700 -3.606
C: -22.450 -23.714 -15.950
C: -21.133 -24.268 -16.491
O: -20.490 -23.117 -17.072
C: -19.234 -22.708 -16.974
O: -18.463 -23.182 -16.209
C: -18.950 -21.513 -17.851
F: -17.929 -21.815 -18.600
F: -19.991 -21.117 -18.543
F: -18.628 -20.510 -17.040
H: -23.055 -23.288 -16.751
H: -22.301 -22.953 -15.184
H: -23.060 -24.472 -15.459
H: -21.314 -25.028 -17.251
H: -20.483 -24.591 -15.678



Record 2
Molecular formula: C5H10IN2
Method: DFT, wB97M-V/def2-TZVPD

Output
DFT total energy: -603.29445 a.u.
Gap between HOMO and LUMO (spin up / spin down): 6.41 / 7.44 eV
Relative energy (zero: lowest compared OMol25 entry of this formula, charge and spin): 466.5 kJ/mol
LUMO level (spin up / spin down): -5.765 / -5.101 eV
F_max: 0.090 hartree/bohr
Total charge: +1
Spin multiplicity: 1

Geometry (Å):
C: 0.082 0.209 -1.580
C: 1.020 -1.332 0.094
C: -0.276 1.263 -0.455
C: 0.697 -0.104 1.225
C: 1.191 -0.544 -1.073
N: -1.654 -0.144 0.865
N: -0.480 0.562 0.817
I: -3.557 0.659 0.648
H: -0.753 -0.512 -1.729
H: 0.211 0.865 -2.417
H: 1.857 -1.584 0.676
H: 0.059 -1.983 0.058
H: 0.320 2.054 -0.219
H: -1.244 1.674 -0.662
H: 0.475 -0.397 2.265
H: 1.586 0.421 1.060
H: 2.232 -0.161 -1.077
H: -1.765 -0.945 1.502



Record 3
Molecular formula: C47H47CaNP2
Method: DFT, wB97M-V/def2-TZVPD

Output
DFT total energy: -3233.98048 a.u.
Gap between HOMO and LUMO: 5.62 eV
Relative energy (zero: lowest compared OMol25 entry of this formula, charge and spin): 304.2 kJ/mol
LUMO level: -0.569 eV
F_max: 0.141 hartree/bohr
Spin multiplicity: 1

Geometry (Å):
Ca: -3.828 -1.431 0.589
C: -4.109 -2.504 2.520
C: -2.874 -1.867 2.584
C: -1.530 -2.552 2.397
C: -1.010 -2.490 0.940
C: -2.090 -2.635 -0.109
C: -3.182 -3.494 -0.052
C: -3.438 -4.504 1.054
C: -4.349 -3.959 2.181
C: -4.198 -0.733 -1.332
H: -4.956 -1.997 2.979
H: -2.848 -0.891 3.061
H: -1.596 -3.591 2.733
H: -0.797 -2.065 3.047
H: -0.529 -1.519 0.779
H: -0.229 -3.251 0.791
H: -1.847 -2.202 -1.078
H: -3.736 -3.649 -0.975
H: -2.486 -4.848 1.467
H: -3.919 -5.386 0.618
H: -5.394 -4.051 1.865
H: -4.241 -4.583 3.081
H: -5.233 -0.395 -1.440
H: -3.993 -1.501 -2.089
H: -3.542 0.127 -1.525
P: 4.539 3.655 0.406
P: 4.852 2.022 -2.967
C: 5.557 2.269 -0.176
C: 5.573 1.610 -1.353
C: 5.590 4.550 1.606
C: 6.615 3.937 2.340
C: 7.390 4.685 3.225
C: 7.141 6.048 3.394
C: 6.117 6.665 2.673
C: 5.352 5.921 1.777
C: 3.388 2.719 1.499
C: 2.469 1.848 0.891
C: 1.548 1.136 1.655
C: 1.511 1.303 3.041
C: 2.404 2.183 3.652
C: 3.339 2.884 2.889
C: 6.401 2.049 -3.966
C: 7.313 3.091 -3.729
C: 8.488 3.191 -4.471
C: 8.759 2.266 -5.482
C: 7.848 1.243 -5.740
C: 6.678 1.131 -4.987
C: 4.037 0.486 -3.533
C: 2.939 0.617 -4.396
C: 2.269 -0.511 -4.863
C: 2.677 -1.783 -4.457
C: 3.765 -1.922 -3.594
C: 4.446 -0.795 -3.137
H: 6.167 1.855 0.629
H: 6.214 0.729 -1.415
H: 6.803 2.875 2.212
H: 8.192 4.205 3.778
H: 7.748 6.630 4.082
H: 5.925 7.727 2.797
H: 4.574 6.403 1.190
H: 2.472 1.732 -0.191
H: 0.851 0.460 1.168
H: 0.787 0.755 3.638
H: 2.380 2.321 4.730
H: 4.035 3.558 3.377
H: 7.098 3.832 -2.962
H: 9.187 3.998 -4.267
H: 9.671 2.348 -6.066
H: 8.049 0.521 -6.527
H: 5.981 0.324 -5.190
H: 2.605 1.610 -4.684
H: 1.418 -0.398 -5.530
H: 2.147 -2.663 -4.809
H: 4.080 -2.910 -3.270
H: 5.296 -0.902 -2.470
C: -8.424 -4.826 -1.246
C: -7.172 -4.404 -1.678
C: -6.506 -3.382 -0.996
C: -7.051 -2.763 0.134
C: -8.354 -3.172 0.523
C: -9.019 -4.203 -0.153
N: -6.288 -1.732 0.807
C: -6.841 -0.792 1.725
C: -6.543 0.565 1.539
C: -7.072 1.533 2.396
C: -7.882 1.151 3.468
C: -8.153 -0.200 3.689
C: -7.634 -1.170 2.827
H: -8.940 -5.622 -1.769
H: -6.716 -4.862 -2.547
H: -5.581 -3.051 -1.383
H: -8.892 -2.739 1.340
H: -10.002 -4.517 0.172
H: -5.921 0.874 0.708
H: -6.855 2.580 2.228
H: -8.290 1.901 4.132
H: -8.762 -0.498 4.532
H: -7.832 -2.208 3.051



Record 4
Molecular formula: C6H10
Method: DFT, wB97M-V/def2-TZVPD

Output
DFT total energy: -234.52219 a.u.
Gap between HOMO and LUMO: 10.69 eV
SMILES: C=CCC1CC1
Relative energy (zero: lowest compared OMol25 entry of this formula, charge and spin): 210.9 kJ/mol
LUMO level: 1.209 eV
F_max: 0.080 hartree/bohr
Spin multiplicity: 1

Geometry (Å):
C: 2.263 -1.569 0.874
C: 1.076 -1.126 0.336
C: 0.666 0.328 0.134
C: -0.864 0.502 0.240
C: -1.768 0.160 -0.913
C: -1.410 1.583 -0.562
H: 2.593 -2.599 0.727
H: 2.981 -1.069 1.567
H: 0.724 -1.810 -0.389
H: 0.924 0.759 -0.902
H: 1.083 0.968 0.947
H: -1.323 0.386 1.268
H: -1.243 -0.012 -1.903
H: -2.679 -0.359 -0.721
H: -2.167 2.257 -0.132
H: -0.669 2.208 -1.113



Record 5
Molecular formula: C3H5BrSi
Method: DFT, wB97M-V/def2-TZVPD

Output
DFT total energy: -2980.62720 a.u.
Gap between HOMO and LUMO: 8.94 eV
Relative energy (zero: lowest compared OMol25 entry of this formula, charge and spin): 419.3 kJ/mol
LUMO level: -0.322 eV
F_max: 0.113 hartree/bohr
Spin multiplicity: 1

Geometry (Å):
C: 0.084 -2.473 0.328
C: 0.307 -1.352 -0.042
C: 0.499 -0.040 -0.312
Si: -0.627 1.404 0.212
Br: 2.362 0.459 -0.421
H: 0.067 -3.442 0.745
H: -0.154 0.278 -1.844
H: -2.049 0.807 0.332
H: -0.226 2.433 -0.687
H: -0.263 1.927 1.688



Which of these has the highest DFT total energy?
C6H10